The following is a quantum chemistry calculation of C34H32N5O5PS5SbSeTi as an isolated structure, from the OMol25 dataset.

Results
Multiplicity   2
Charge   -2
Highest occupied orbital energy (spin up / spin down)   -1.65 / -2.26 eV
Frontier orbital gap (spin up / spin down)   4.62 / 5.24 eV
Relative energy (zero: lowest compared OMol25 entry of this formula, charge and spin)   14.5 kcal/mol
Max |F|   0.0130 Eh/bohr
E   -211935.315 eV

```
85
C34H32N5O5PS5SbSeTi (wB97M-V/def2-TZVPD)
Ti 0.9852 -0.4874 -1.4563
O -1.0502 -6.5820 2.8649
N -0.9420 -6.2497 1.6575
O -1.2396 -7.0575 0.7321
C -0.5266 -4.9579 1.3589
C -0.3536 -4.0782 2.4294
C -0.0584 -2.7226 2.2178
C -0.0089 -1.7431 3.2441
C 0.1589 -0.4258 2.9255
C 0.3285 -0.0419 1.5832
N 0.3414 -0.9493 0.6237
C 0.1479 -2.2511 0.9134
C 0.0440 -3.1498 -0.2023
N 0.2206 -2.5856 -1.4242
C 0.0029 -3.3245 -2.5060
C -0.3630 -4.6556 -2.4159
C -0.5097 -5.2515 -1.1833
C -0.3297 -4.4949 -0.0126
H -0.5116 -4.4558 3.4272
H -0.1430 -2.0539 4.2737
H 0.1558 0.3408 3.6881
H 0.4338 1.0017 1.2926
H 0.1441 -2.8349 -3.4582
H -0.5117 -5.2229 -3.3241
H -0.7825 -6.2883 -1.0894
S 3.8190 -4.0696 -2.5588
Sb 3.8765 -1.8251 -2.4587
S 2.9238 -1.0726 -0.3565
S 1.8965 -0.9265 -3.5338
S 5.6480 -0.5039 -2.9190
C 2.4146 2.5232 3.4013
P 3.1834 2.5022 1.7302
C 3.4861 4.3144 1.5351
C 4.8852 1.9681 2.2202
H 2.9495 3.1806 4.0931
H 2.4103 1.5103 3.8087
H 1.3825 2.8662 3.2987
H 4.3936 4.6321 2.0559
H 2.6252 4.8542 1.9271
H 3.5626 4.5745 0.4790
H 5.2924 2.5571 3.0478
H 5.5531 2.0575 1.3606
H 4.8643 0.9143 2.5043
C -4.7106 -5.2021 -1.5874
C -4.0731 -3.8532 -1.7853
C -4.0664 -3.2451 -3.0404
C -3.4371 -2.0292 -3.2432
C -2.8090 -1.4025 -2.1749
C -2.8400 -1.9684 -0.9114
C -3.4660 -3.1928 -0.7246
S -1.8982 0.0834 -2.4752
O -1.1424 -0.1238 -3.6944
O -2.8037 1.1946 -2.4530
O -0.9307 0.1245 -1.3029
H -5.7998 -5.1334 -1.6402
H -4.4404 -5.6245 -0.6203
H -4.3861 -5.9017 -2.3595
H -4.5327 -3.7508 -3.8791
H -3.3904 -1.5848 -4.2290
H -2.3472 -1.4695 -0.0877
H -3.4467 -3.6563 0.2554
N 3.3636 6.2971 -3.7678
C 2.9887 5.3029 -3.3307
C 2.5212 4.0476 -2.7886
C 3.4118 3.1758 -2.1715
C 2.9277 1.9884 -1.6726
N 1.6347 1.6351 -1.7789
C 0.7819 2.4874 -2.3555
C 1.1855 3.7077 -2.8721
H 4.4652 3.4019 -2.0970
H 3.5871 1.2729 -1.2070
H -0.2560 2.2004 -2.4005
H 0.4568 4.3712 -3.3116
Se -0.0553 3.5923 0.4304
C -1.3505 4.2921 1.6362
C -0.9849 5.0001 2.7889
C -1.9359 5.4983 3.6692
C -3.2906 5.3081 3.4275
C -3.6728 4.6082 2.2881
C -2.7223 4.1089 1.4101
H 0.0688 5.1607 2.9872
H -1.6138 6.0411 4.5519
H -4.0343 5.6964 4.1134
H -4.7252 4.4455 2.0812
H -3.0303 3.5601 0.5283
```

Atom charges from the Löwdin analysis, given in e for atoms 1 to 4: 0.518 -0.069 -0.396 -0.080